[1]
Computed, not measured: C4H7NO3 in the gas phase, with wB97M-V/def2-TZVPD.

Structure (XYZ):
```
15
Properties=species:S:1:pos:R:3:forces:R:3
C -0.4359 -0.1295 -0.2965 -0.3 0.0 2.7
C 1.1932 1.2936 0.3171 -0.6 -0.1 0.6
C -1.5711 -0.5333 -1.1806 0.1 0.1 0.4
N 0.7220 -0.8812 -0.2428 1.2 -0.2 0.3
C 1.5393 -0.1464 0.6964 1.2 -0.5 -2.4
O -0.0675 1.1745 -0.3731 0.0 0.3 -0.1
O -0.7266 -0.3745 1.4212 -0.5 0.2 -1.8
O 2.5060 -0.5605 1.2708 -0.7 0.2 0.3
H -1.2766 0.2844 1.8621 -0.3 0.1 -0.4
H 0.6354 -1.8776 -0.1076 0.0 0.0 0.2
H 1.9322 1.7150 -0.3664 0.0 -0.2 0.1
H 1.0713 1.9219 1.1991 0.0 0.0 -0.1
H -2.3759 0.1910 -1.0810 -0.1 -0.1 0.0
H -1.2350 -0.5493 -2.2182 0.1 0.1 0.1
H -1.9108 -1.5280 -0.9005 -0.1 0.1 0.0
```
Positions in Å, forces in eV/Å.

E: -437.06426 Ha
energy above the lowest of the compared OMol25 structures with the same formula, charge and spin: 49.65 kcal per mole

=====

[2]
Computed, not measured: CH3PS4 in the gas phase, with wB97M-V/def2-TZVPD.

Structure (XYZ):
```
9
Properties=species:S:1:pos:R:3:forces:R:3
C -1.2308 -0.9076 -0.7018 -0.4 1.1 0.1
P -0.7363 0.0613 0.8695 0.1 -0.5 -0.5
S -0.0719 -0.8331 -2.0751 1.0 1.5 0.0
S 0.8966 0.9738 -1.7601 -0.5 -0.8 -0.9
S 2.0709 1.6784 1.8801 -0.2 -0.8 -1.0
S 1.3359 0.0958 0.5054 -0.4 0.6 1.1
H -1.3047 -1.9648 -0.6640 0.0 -1.2 1.0
H -2.2579 -0.6078 -1.0096 0.7 0.4 0.3
H 1.2984 1.5039 2.9558 -0.3 -0.3 0.0
```
Positions in Å, forces in eV/Å.

E: -1973.92556 Ha
energy above the lowest of the compared OMol25 structures with the same formula, charge and spin: 61.32 kcal per mole